--- w ---
21
Properties=species:S:1:pos:R:3 method="wB97M-V/def2-TZVPD" total_charge=0 homo_lumo_gap_ev=6.71 homo_energy_ev=-7.281
C 0.48168 1.44762 0.48198
C -0.54035 1.08763 1.43576
O 1.66588 1.80157 0.96499
C 1.37237 -1.02729 0.14112
O -1.34831 -0.84424 -0.40257
C 0.16862 1.65683 -0.95219
H -2.72990 -2.40321 -0.48537
H -0.25771 2.65770 -1.06397
H -0.14721 0.89998 2.42952
H -1.17581 0.16150 0.88575
H 2.16244 -0.65107 -0.50712
H -1.28992 1.88241 1.49217
H 1.63892 -0.79068 1.16766
H -1.06140 -2.90990 -0.25330
H 2.28007 2.00380 0.24425
H 1.32238 -2.11661 0.06023
H -1.58237 -2.34428 -1.82765
H -0.57661 0.91005 -1.25602
C -1.69247 -2.14333 -0.74721
H 0.25101 -0.84413 -0.22915
H 1.05869 1.56566 -1.57887


--- x ---
21
Properties=species:S:1:pos:R:3 method="wB97M-V/def2-TZVPD" smiles="C=CCCC.O.O" total_charge=0 homo_lumo_gap_ev=10.80 homo_energy_ev=-9.959
H 1.65542 -1.11834 1.01464
H 0.58785 0.42155 0.35884
H -1.91685 -0.33513 2.70868
H -0.01257 -0.24499 -1.55616
H 2.46634 -1.95988 -1.22264
H -0.39145 0.81086 2.41193
H -0.55932 2.82322 0.14022
C -1.01713 -0.06013 2.11819
H 1.72995 -1.78437 -2.92510
C 0.79262 -0.64425 0.38813
C -0.56183 -0.93336 1.21879
C 1.82050 -1.26106 -1.90856
H 2.33951 -0.22755 -2.01015
H -3.32156 1.55498 -0.28960
O -2.34916 1.56959 -0.42343
C 0.54797 -1.07368 -1.08952
H -0.88970 -1.94882 0.95608
H -1.92435 0.92734 0.22556
H -0.04105 -2.03374 -1.18913
H 0.92659 2.78630 0.26280
O 0.11821 2.73145 0.81041


Stability, lowest: w


--- w ---
21
Properties=species:S:1:pos:R:3 method="wB97M-V/def2-TZVPD" smiles="C=C(C)C.CO.O" total_charge=0 homo_lumo_gap_ev=10.28 homo_energy_ev=-9.472
C 1.19382 -1.17232 -1.31686
H 2.47962 1.22232 0.81458
C -2.86986 0.61293 0.22620
H 0.74323 2.18176 -0.55097
H 1.84877 -0.35124 1.32672
H -0.81887 -0.61188 1.54858
H 0.78170 -1.87053 -0.59648
H -3.66938 0.36534 0.92444
H -0.06691 1.18380 -1.85594
H 3.22421 -0.27723 0.23229
H -3.18642 1.46178 -0.39006
H -0.86800 -2.06036 2.07619
C 0.61837 1.21899 -1.02292
H 0.54330 -1.12323 -2.18942
H 2.16233 -1.54748 -1.63175
H -1.00232 1.15332 0.39728
O -1.73509 0.93403 0.99780
C 1.33244 0.16332 -0.65726
O -0.31744 -1.43784 1.59675
C 2.28479 0.20191 0.49503
H -2.67829 -0.24739 -0.42418


--- x ---
21
Properties=species:S:1:pos:R:3 method="wB97M-V/def2-TZVPD" smiles="C=C(C)CC.O.O" total_charge=0 homo_lumo_gap_ev=9.69 homo_energy_ev=-9.027
H 1.65226 -0.71310 -4.68928
C -1.79971 0.70862 2.78917
H -1.56665 0.36580 0.31076
H -2.43737 1.53933 2.45223
C 0.59682 1.24428 2.69654
H 1.49330 1.37332 2.09830
H 2.56268 -0.86527 -5.94431
C -0.49032 0.82044 2.06293
C -0.52331 0.35300 0.62679
H -0.73051 -3.65905 -2.15214
H 0.70897 -3.44073 -1.84390
O -0.15357 -3.04172 -1.68679
H -2.32072 -0.19526 2.47236
H 0.46662 2.17452 -0.00306
H -0.29335 -0.70581 0.58248
C 0.38181 1.13155 -0.32291
H -1.65387 0.80884 3.85223
H 0.65565 1.49333 3.74913
H 0.02945 1.18237 -1.34916
O 2.01277 -1.34704 -5.32298
H 1.40904 0.77257 -0.37840


--- y ---
21
Properties=species:S:1:pos:R:3 method="wB97M-V/def2-TZVPD" smiles="CC=C(C)C.O.O" total_charge=0 homo_lumo_gap_ev=8.99 homo_energy_ev=-8.200
C 1.61961 -2.60555 0.53936
H -5.29080 4.41171 -1.75902
H 2.88138 3.66281 -0.27872
H 1.88836 -3.42278 1.20276
C 0.14713 -2.21758 0.66238
H 0.47175 1.13770 1.53332
C -0.88369 -3.15190 0.24513
O 3.49577 2.95114 -0.09848
H -1.06825 -3.32208 -0.81046
H 2.37417 -1.85410 0.82152
H 1.75120 -0.08273 1.15083
C 0.75705 0.24125 0.88543
O -4.78185 3.95323 -2.42939
C -0.24472 -0.89862 0.85060
H -0.72994 -4.20319 0.61241
H 4.31934 3.03008 -0.57971
H -1.13714 -0.83276 1.50633
H 1.64705 -2.94546 -0.49643
H 0.77422 0.51383 -0.20892
H -1.92022 -2.86217 0.52193
H -4.07224 3.43377 -2.04976


Stability, lowest: y


--- w ---
12
Properties=species:S:1:pos:R:3 method="wB97M-V/def2-TZVPD" total_charge=-1 homo_lumo_gap_ev=8.04 homo_energy_ev=-3.649
H -1.48639 -2.51222 -0.81947
C -0.84096 -1.65020 -0.86778
H 0.76168 -2.82413 -1.72035
H -2.06423 -0.54517 0.19941
C 0.77264 1.61774 1.00912
H 1.56310 2.35765 1.28239
O 0.20945 1.76260 -0.14629
H -0.70856 0.40572 -0.22584
H 1.15273 -1.04713 -1.20177
O 0.76795 0.56006 1.69818
C 0.42848 -1.86104 -1.29626
N -1.31407 -0.43643 -0.42856


--- x ---
12
Properties=species:S:1:pos:R:3 method="wB97M-V/def2-TZVPD" smiles="CCNC(=O)[O-]" total_charge=-1 homo_lumo_gap_ev=8.12 homo_energy_ev=-3.927
H 0.41451 -1.48031 -0.21813
C -0.54599 -0.00616 -1.36403
C 1.18800 0.66971 1.28873
C -0.40872 -0.80804 -0.00056
N -0.15229 0.07561 1.12175
H -1.28041 -1.40989 0.26790
H -0.92645 0.70627 1.23832
O 1.15851 1.75642 1.91332
H -1.33318 -0.39775 -2.01777
H -0.69067 1.07150 -1.31081
O 2.13130 -0.02010 0.87543
H 0.44539 -0.15725 -1.79414


--- y ---
12
Properties=species:S:1:pos:R:3 method="wB97M-V/def2-TZVPD" total_charge=-1 homo_lumo_gap_ev=7.61 homo_energy_ev=-3.973
H 2.40194 1.41644 0.37292
C -1.62617 -0.75805 -1.85356
H -0.54368 -0.90967 1.31620
C 0.11391 -0.24096 1.90896
O -2.34332 -1.10302 -2.81795
C 1.47452 0.85997 0.25376
O -1.35971 -1.38929 -0.81020
H 0.63406 1.48659 -0.01736
H -0.47691 0.08057 2.78795
H 1.63949 0.19405 -0.60872
H -1.15061 0.24878 -2.01238
N 1.23648 0.11460 1.48037


--- z ---
12
Properties=species:S:1:pos:R:3 method="wB97M-V/def2-TZVPD" total_charge=-1 homo_lumo_gap_ev=8.33 homo_energy_ev=-4.020
H -0.75740 0.29949 -1.61024
H -1.60959 -0.42851 1.09632
C -2.00247 0.12961 0.22894
N -0.35722 0.16195 -0.68650
C 1.62112 -0.32726 0.60171
O 1.71527 0.40834 -1.65116
C 0.96266 0.13012 -0.69507
H 0.82940 -0.53474 1.32575
H -1.94132 1.22668 0.40120
O -2.99299 -0.31353 -0.38862
H 2.28773 0.45356 0.96661
H 2.24481 -1.20572 0.41105


Stability, lowest: y


--- w ---
12
Properties=species:S:1:pos:R:3 method="wB97M-V/def2-TZVPD" total_charge=-1 homo_lumo_gap_ev=8.28 homo_energy_ev=-4.058
H -0.40451 -2.16458 -1.75674
O -1.63323 0.89368 1.21673
H 2.18072 -0.27504 -0.39770
C 0.26720 -0.83834 -0.31081
N 1.40567 -0.26943 0.24741
C -1.22343 2.02651 0.83038
C 0.18127 -2.08336 -0.85989
H 1.22538 0.69845 0.48541
H 0.64446 -2.91158 -0.34453
H -1.19573 2.68098 1.72833
H -0.54462 -0.14828 -0.52664
O -0.90318 2.39098 -0.31196


--- x ---
12
Properties=species:S:1:pos:R:3 method="wB97M-V/def2-TZVPD" total_charge=-1 homo_lumo_gap_ev=8.26 homo_energy_ev=-4.297
N 0.27124 0.18443 0.36087
O -2.47288 -3.21473 -1.10103
H -0.13322 -0.06043 -0.52315
C 2.10458 1.63543 1.22175
O -1.71260 -1.08176 -0.80179
H 3.23703 1.65396 1.19370
C -2.47309 -1.99306 -1.36063
H -3.33729 -1.52212 -1.88264
H -0.26778 0.38029 1.23128
H 1.83126 1.02341 -0.79642
H 1.59215 1.93655 2.21228
C 1.36061 1.05803 0.24577


Stability, lowest: x